1 | The following is a quantum chemistry calculation of a 4-piece molecular cluster, C3H6O2 overall, from the OMol25 dataset.

Results
E_LUMO (eV): 0.008
HOMO-LUMO gap (eV): 10.3552
Spin multiplicity: 1

XYZ file:
```
11
C3H6O2 | the OMol25 dataset | wB97M-V/def2-TZVPD
C -1.59 -0.13 -0.03
C -0.18 0.45 0.10
C 1.04 -0.40 0.05
H -1.93 -0.34 1.41
H -1.31 -1.44 -0.83
H -2.49 0.82 -0.70
H 1.19 -1.08 0.91
H 0.96 -1.09 -0.85
H 2.05 1.27 -0.01
O -0.01 1.67 0.00
O 2.26 0.28 -0.04
```

=====

2 | The following is a quantum chemistry calculation of the molecule C3H6O2, from the OMol25 dataset.

Results
E_LUMO (eV): 1.004
HOMO-LUMO gap (eV): 11.1174
Spin multiplicity: 1

XYZ file:
```
11
C3H6O2 | the OMol25 dataset | wB97M-V/def2-TZVPD
O -0.97 0.72 -0.45
C -1.07 -0.58 0.15
C 0.45 -0.76 0.11
C 0.45 0.64 -0.54
O 1.09 1.67 0.13
H 0.62 1.79 0.97
H -1.64 -1.27 -0.48
H -1.53 -0.55 1.14
H 0.82 -1.57 -0.53
H 0.96 -0.79 1.07
H 0.81 0.70 -1.57
```

=====

3 | The following is a quantum chemistry calculation of the molecule C3H6O2, from the OMol25 dataset.

Results
E_LUMO (eV): 0.855
HOMO-LUMO gap (eV): 11.0091
Spin multiplicity: 1

XYZ file:
```
11
C3H6O2 | the OMol25 dataset | wB97M-V/def2-TZVPD
C -1.54 -0.10 -0.04
C -0.15 0.27 0.40
O 0.07 0.87 1.44
C 1.04 -0.14 -0.46
O 2.21 -0.16 0.29
H -2.26 0.37 0.63
H -1.67 -1.19 0.01
H -1.72 0.21 -1.08
H 1.10 0.58 -1.30
H 0.87 -1.13 -0.92
H 2.05 0.43 1.04
```

=====

Which of them is least stable? Easy: 1.

=====

1 | The following is a quantum chemistry calculation of the molecule C3H6O2, from the OMol25 dataset.

Results
E_LUMO (eV): 0.805
HOMO-LUMO gap (eV): 10.8795
Spin multiplicity: 1

XYZ file:
```
11
C3H6O2 | the OMol25 dataset | wB97M-V/def2-TZVPD
C 0.27 0.11 -0.13
C -0.35 -1.15 0.39
C -0.40 1.42 -0.09
O 1.63 0.13 -0.21
O -0.68 0.76 -1.26
H 1.96 -0.64 -0.68
H -1.17 1.49 0.69
H 0.26 2.28 -0.17
H 0.12 -1.46 1.32
H -1.42 -1.00 0.51
H -0.23 -1.94 -0.36
```

=====

2 | The following is a quantum chemistry calculation of a 2-piece molecular cluster, C3H6O2 overall, from the OMol25 dataset.

Results
E_LUMO (eV): 0.830
HOMO-LUMO gap (eV): 9.4643
Spin multiplicity: 1

XYZ file:
```
11
C3H6O2 | the OMol25 dataset | wB97M-V/def2-TZVPD
C 0.16 1.23 0.53
C 1.27 0.90 1.25
H -0.74 1.60 1.16
H 0.21 1.47 -0.54
H 1.72 1.22 2.19
H 1.61 -0.02 0.71
O 0.40 -1.07 -1.03
C -0.76 -0.97 -1.38
O -1.61 -1.84 -0.83
H -1.10 -0.07 -1.77
H -1.16 -2.44 -0.28
```

=====

Which of them is least stable? Easy: 2.

=====

1 | The following is a quantum chemistry calculation of C3H6O2 as an isolated structure, from the OMol25 dataset.

Results
E_LUMO (eV): 0.943
HOMO-LUMO gap (eV): 10.3118
Spin multiplicity: 1

XYZ file:
```
11
C3H6O2 | the OMol25 dataset | wB97M-V/def2-TZVPD
O -0.55 2.21 0.34
C 0.91 -0.50 0.38
C -0.50 -1.03 0.41
O -0.54 -0.85 -1.04
C 0.76 -0.41 -0.94
H -1.34 1.71 0.10
H 1.65 -0.25 1.12
H -0.62 -2.09 0.65
H -1.26 -0.42 0.91
H 1.32 -0.12 -1.82
H 0.16 1.73 -0.11
```

=====

2 | The following is a quantum chemistry calculation of the molecule C3H6O2, from the OMol25 dataset.

Results
E_LUMO (eV): 0.225
HOMO-LUMO gap (eV): 8.6704
Spin multiplicity: 1

XYZ file:
```
11
C3H6O2 | the OMol25 dataset | wB97M-V/def2-TZVPD
C 1.38 -0.43 0.02
C 0.08 0.24 -0.16
O 0.01 1.22 -0.99
C -1.23 -0.16 0.40
O -2.25 0.14 -0.34
H 2.23 0.24 0.15
H 1.36 -1.21 0.78
H 1.50 -0.93 -0.95
H -0.96 0.66 1.23
H -0.99 1.33 -1.12
H -1.15 -1.10 0.99
```

=====

Which of them is least stable? Easy: 2.

=====

1 | The following is a quantum chemistry calculation of the molecule C3H6O2, from the OMol25 dataset.

Results
E_LUMO (eV): 0.785
HOMO-LUMO gap (eV): 10.6008
Spin multiplicity: 1

XYZ file:
```
11
C3H6O2 | the OMol25 dataset | wB97M-V/def2-TZVPD
C 0.48 -0.07 0.34
C -0.57 0.99 -0.10
C -0.59 -1.07 -0.09
H 2.25 0.63 -0.19
H 0.71 -0.08 1.42
H -0.93 1.70 0.67
H -0.19 1.52 -1.02
H -0.94 -1.79 0.71
H -0.33 -1.65 -1.01
O 1.67 -0.16 -0.41
O -1.58 -0.03 -0.34
```

=====

2 | The following is a quantum chemistry calculation of the molecule C3H6O2, from the OMol25 dataset.

Results
E_LUMO (eV): 1.040
HOMO-LUMO gap (eV): 10.9376
Spin multiplicity: 1

XYZ file:
```
11
C3H6O2 | the OMol25 dataset | wB97M-V/def2-TZVPD
C -1.08 -0.23 -0.15
C -0.20 1.02 -0.15
O 1.08 0.50 -0.46
C 1.13 -0.72 0.22
O -0.17 -1.27 0.20
H -1.50 -0.43 -1.14
H -1.89 -0.18 0.58
H -0.46 1.76 -0.91
H -0.19 1.50 0.84
H 1.83 -1.38 -0.29
H 1.45 -0.58 1.27
```

=====

3 | The following is a quantum chemistry calculation of C3H6O2 as an isolated structure, from the OMol25 dataset.

Results
E_LUMO (eV): 0.768
HOMO-LUMO gap (eV): 9.7436
Spin multiplicity: 1

XYZ file:
```
11
C3H6O2 | the OMol25 dataset | wB97M-V/def2-TZVPD
C -1.61 -0.03 -0.15
C -0.19 0.14 0.30
O 0.09 0.63 1.42
C 0.87 -0.30 -0.54
O 2.19 0.18 0.18
H -2.15 -0.63 0.59
H -1.67 -0.52 -1.13
H -2.09 0.95 -0.20
H 0.93 -0.10 -1.60
H 1.89 -0.89 0.14
H 1.73 0.56 0.99
```

=====

Which of them is least stable? Easy: 3.

=====

1 | The following is a quantum chemistry calculation of the molecule C3H6O2, from the OMol25 dataset.

Results
E_LUMO (eV): 0.655
HOMO-LUMO gap (eV): 9.3393
Spin multiplicity: 1

XYZ file:
```
11
C3H6O2 | the OMol25 dataset | wB97M-V/def2-TZVPD
O 0.71 1.20 0.50
C 0.09 0.32 -0.46
C 0.42 -1.16 -0.30
C -1.45 0.37 -0.38
O -1.79 1.08 0.66
H 1.19 0.68 1.16
H 0.39 0.66 -1.45
H 0.27 -1.49 0.74
H 1.43 -1.43 -0.63
H -0.31 -1.70 -0.91
H -0.96 1.47 1.07
```

=====

2 | The following is a quantum chemistry calculation of C3H6O2 as an isolated structure, from the OMol25 dataset.

Results
E_LUMO (eV): 0.877
HOMO-LUMO gap (eV): 10.9059
Spin multiplicity: 1

XYZ file:
```
11
C3H6O2 | the OMol25 dataset | wB97M-V/def2-TZVPD
C 0.81 0.68 0.34
C 0.83 -0.64 -0.48
C -1.40 -0.04 0.05
H 0.75 0.44 1.68
H 1.80 1.57 0.15
H 1.64 -1.34 -0.11
H 0.81 -0.60 -1.60
H -1.88 0.12 1.26
H -2.45 -0.26 -0.83
O -0.40 -1.13 0.07
O -0.51 1.20 -0.53
```

=====

Which of them is least stable? Easy: 2.

=====

1 | The following is a quantum chemistry calculation of the molecule C3H6O2, from the OMol25 dataset.

Results
E_LUMO (eV): 0.942
HOMO-LUMO gap (eV): 10.7390
Spin multiplicity: 1

XYZ file:
```
11
C3H6O2 | the OMol25 dataset | wB97M-V/def2-TZVPD
C 0.81 -0.60 1.14
O 1.02 0.35 0.12
C -0.17 0.88 -0.39
C -0.91 -0.11 -1.28
O -2.09 -0.05 -1.52
H 0.29 -0.15 2.00
H 0.24 -1.47 0.79
H 1.80 -0.94 1.47
H 0.10 1.74 -1.01
H -0.85 1.24 0.40
H -0.25 -0.88 -1.73
```

=====

2 | The following is a quantum chemistry calculation of the molecule C3H6O2, from the OMol25 dataset.

Results
E_LUMO (eV): 0.900
HOMO-LUMO gap (eV): 10.5771
Spin multiplicity: 1

XYZ file:
```
11
C3H6O2 | the OMol25 dataset | wB97M-V/def2-TZVPD
C -1.39 0.47 -0.10
O -0.68 -0.38 0.76
C 0.44 -0.84 0.08
C 1.58 0.16 0.02
O 2.73 -0.15 -0.13
H -0.92 1.46 -0.19
H -1.32 0.01 -1.12
H -2.41 0.57 0.30
H 0.12 -0.95 -1.00
H 0.78 -1.77 0.56
H 1.26 1.23 0.05
```

=====

Which of them is least stable? Easy: 2.